This record from the OMol25 dataset describes a cluster of 2 separate species, C10H16 in total at a distorted geometry. The level of theory is ωB97M-V/def2-TZVPD.

As for the electronic energy: -10618.62078 eV. Its spin multiplicity is 2. As for the HOMO-LUMO gap (alpha / beta): 9.77 / 6.00 eV. The calculation puts the energy above the lowest of the compared OMol25 structures with the same formula, charge and spin at 217.3 kJ/mol. Its charge is +1. As for the HOMO energy (alpha / beta): -14.346 / -14.345 eV. The value obtained for the largest force on an atom is 4.064 eV/Å.

Last column: natural (NBO) charge in e.
Cartesian coordinates (Å):
C -1.126 0.947 -0.640  -0.683
C 1.572 2.271 2.384  -0.139
H -0.454 0.892 -1.473  0.270
H 2.261 2.670 3.067  0.253
H 1.804 -1.531 -1.135  0.200
H -2.416 -2.915 -0.957  0.220
C 0.366 0.371 1.414  -0.261
H 0.496 -0.956 -2.094  0.185
C 1.299 0.900 2.273  0.029
H -0.415 3.370 -0.072  0.248
C -0.138 -2.290 -0.666  -0.390
C 0.855 3.099 1.638  -0.210
H -1.428 -3.077 -2.285  0.228
H 1.240 -2.517 -2.382  0.233
H 0.080 -3.278 -0.277  0.216
H 1.750 0.108 2.840  0.246
C -1.510 -2.387 -1.464  -0.620
C 0.905 -1.831 -1.675  -0.604
H -1.944 0.123 -0.602  0.278
H -1.817 -1.374 -1.703  0.183
H 0.820 4.152 2.017  0.260
H -0.254 -1.717 0.273  0.161
H -1.868 1.855 -0.912  0.261
H -0.033 -0.700 1.457  0.267
C 0.101 2.609 0.502  0.062
C -0.146 1.205 0.472  0.108

This record from the OMol25 dataset describes a structure of composition C10H16BaClCoS at a distorted geometry. The level of theory is ωB97M-V/def2-TZVPD.

As for the electronic energy: -72300.57513 eV. Its spin multiplicity is 5. As for the HOMO-LUMO gap (alpha / beta): 2.70 / 2.70 eV. Its charge is -2. As for the HOMO energy (alpha / beta): 1.506 / 0.645 eV. The value obtained for the largest force on an atom is 3.682 eV/Å.

Last column: Mulliken charge in e.
Cartesian coordinates (Å):
H -2.908 -2.012 -5.070  0.304
H -1.072 -1.458 -5.195  0.346
C 1.295 1.089 -1.012  -0.949
H 3.690 0.582 1.370  0.286
H -3.934 -3.723 -2.173  0.438
C -3.505 -3.460 -1.185  -1.356
Co 0.088 -0.286 -0.338  -0.218
H 4.151 2.528 2.921  0.304
C 2.960 0.919 2.102  -0.398
H -1.734 1.331 -1.438  0.435
H -3.984 -2.738 -0.497  0.421
S 1.342 -1.099 1.164  -0.500
H -2.404 -0.134 -4.876  0.346
C 3.196 1.996 2.958  -0.383
H -2.667 -4.058 -0.782  0.438
C 1.718 0.252 2.157  0.395
C 2.187 2.384 3.861  -0.303
H 2.367 3.217 4.540  0.301
Cl 0.892 -2.094 -1.450  -0.736
H 1.560 1.826 -0.230  0.252
C 0.944 1.723 3.911  -0.558
H -2.565 0.433 -0.341  0.441
Ba -1.710 -1.607 -2.291  1.354
C -2.138 -1.209 -4.987  -1.674
C 0.714 0.650 3.053  -0.315
H 2.223 0.573 -1.322  0.125
H 0.162 2.034 4.606  0.298
H 0.839 1.605 -1.873  0.289
C -1.478 0.625 -0.595  -1.655
H -0.229 0.111 3.013  0.273

This record from the OMol25 dataset describes a cluster of 7 separate species, C10H16Cl18 in total at a distorted geometry. The level of theory is ωB97M-V/def2-TZVPD.

As for the electronic energy: -236033.00241 eV. The SMILES is ClC(Cl)Cl.ClC(Cl)Cl.ClC(Cl)Cl.ClC(Cl)Cl.ClCCCl.ClCCCl.ClCCCl. As for the HOMO-LUMO gap: 10.59 eV. The calculation puts the energy above the lowest of the compared OMol25 structures with the same formula, charge and spin at 83.0 kJ/mol. As for the HOMO energy: -10.839 eV. The value obtained for the largest force on an atom is 3.519 eV/Å.

Last column: natural (NBO) charge in e.
Cartesian coordinates (Å):
Cl 2.538 0.992 -2.013  0.022
H -3.701 0.773 -3.137  0.220
Cl 5.263 0.182 -1.592  0.045
Cl 5.993 4.391 -0.543  0.019
C -3.753 -0.342 -1.365  -0.369
C 2.011 -2.387 2.731  -0.356
Cl 0.527 -1.821 -3.971  -0.049
H 0.808 0.737 0.375  0.236
H 0.208 -1.440 -1.678  0.206
Cl -2.433 4.932 2.651  -0.028
H -1.264 -1.840 -2.495  0.232
Cl 2.437 -1.549 4.299  -0.085
H -4.665 -0.022 -0.814  0.244
C -3.392 3.455 3.101  -0.240
Cl 0.595 -4.282 4.075  -0.052
Cl -0.819 1.532 -1.281  0.006
Cl -4.061 3.742 4.710  0.027
Cl 4.173 6.142 0.866  0.012
C 3.604 -0.099 -1.123  -0.287
C -3.964 -0.222 -2.847  -0.415
H -2.789 0.071 -1.028  0.233
Cl -3.613 -2.128 -1.009  -0.116
C -0.074 -3.507 -1.829  -0.370
H -0.598 -3.584 -0.833  0.239
C 0.600 -3.013 2.832  -0.396
C 4.294 4.767 -0.269  -0.276
Cl 3.509 5.184 -1.797  0.017
H -2.686 2.717 3.065  0.211
H 2.777 -3.087 2.550  0.221
H 3.840 3.868 0.127  0.228
C -0.212 -2.107 -2.383  -0.401
Cl -1.063 -0.581 0.840  0.013
Cl -5.657 -0.457 -3.195  -0.031
Cl -4.689 3.195 1.953  0.030
H 2.046 -1.591 1.993  0.218
H -0.300 -4.230 -2.594  0.232
H 0.223 -3.524 1.986  0.223
Cl 1.613 -3.948 -1.359  -0.096
Cl -0.391 2.144 1.626  0.015
H -0.130 -2.203 3.078  0.223
H -3.352 -0.880 -3.430  0.226
H 3.322 -1.123 -1.223  0.238
C -0.250 0.920 0.343  -0.261
Cl 3.475 0.221 0.604  -0.005

This record from the OMol25 dataset describes a structure of composition C10H16Cl3F5O2TeW at a distorted geometry. The level of theory is ωB97M-V/def2-TZVPD.

As for the electronic energy: -75001.21871 eV. Its spin multiplicity is 3. As for the HOMO-LUMO gap (alpha / beta): 4.40 / 4.55 eV. The calculation puts the energy above the lowest of the compared OMol25 structures with the same formula, charge and spin at 107.5 kJ/mol. Its charge is -2. As for the HOMO energy (alpha / beta): -0.338 / -0.324 eV. The value obtained for the largest force on an atom is 4.610 eV/Å.

Last column: Mulliken charge in e.
Cartesian coordinates (Å):
H -3.163 -0.629 -3.176  0.323
C 0.631 -1.094 -1.417  0.077
H 1.687 -2.794 -0.645  0.391
H -2.058 2.421 -1.580  0.366
H 1.681 2.190 -1.259  0.351
H -2.062 -3.085 -0.839  0.359
C -1.173 2.136 -2.155  -1.758
F 1.796 1.749 6.311  -0.475
O 2.885 3.853 0.039  -1.114
C -3.018 -0.460 -2.102  -1.543
H -1.434 2.207 -3.217  0.304
F -0.283 1.803 4.599  -0.478
O 1.912 0.266 3.928  -0.733
Cl -2.745 -0.301 1.147  -0.462
H -1.479 -3.321 -2.487  0.312
H 2.680 -1.335 -0.857  0.367
H -3.524 -1.268 -1.570  0.352
C -0.733 -1.560 -1.521  1.307
H 2.265 1.252 -2.648  0.249
H -0.378 2.860 -1.955  0.403
W -0.586 -0.189 0.190  1.031
C 0.629 0.331 -1.587  0.530
H 2.213 -2.295 -2.264  0.283
C -0.734 0.757 -1.804  1.258
C 1.858 1.173 -1.629  -1.528
Cl 0.318 -1.830 1.548  -0.388
H 3.233 3.994 0.957  0.133
C -1.189 -2.977 -1.489  -1.758
H 2.638 0.732 -0.995  0.374
C 1.864 -1.927 -1.290  -1.552
Te 0.801 0.417 5.361  2.086
H -3.511 0.480 -1.847  0.357
F -0.452 -0.907 4.777  -0.478
Cl 0.143 1.781 1.125  -0.247
F 1.683 -0.923 6.408  -0.485
F -0.426 0.542 6.824  -0.438
H -0.400 -3.638 -1.120  0.336
C -1.569 -0.413 -1.762  -0.112

This record from the OMol25 dataset describes a structure of composition C10H16Cl3FOPb at a distorted geometry. The level of theory is ωB97M-V/def2-TZVPD.

As for the electronic energy: -58210.63112 eV. As for the HOMO-LUMO gap (alpha / beta): 3.71 / 5.40 eV. The calculation puts the energy above the lowest of the compared OMol25 structures with the same formula, charge and spin at 0.0 kJ/mol. Its charge is -2. As for the HOMO energy (alpha / beta): -0.417 / -0.447 eV. The value obtained for the largest force on an atom is 3.343 eV/Å.

Last column: natural (NBO) charge in e.
Cartesian coordinates (Å):
H -0.844 2.682 0.736  0.205
H 2.586 -2.151 0.662  0.242
H -2.020 0.556 -2.151  0.234
F -2.787 -1.560 3.755  -0.844
C -0.137 0.057 -1.342  0.132
Cl -1.042 -3.515 0.673  -0.789
C 0.889 -0.885 -1.081  -0.176
Cl -3.081 -0.389 0.230  -0.749
C 1.138 0.852 0.394  -0.039
H -0.535 3.078 -0.965  0.175
C 1.078 -2.167 -1.772  -0.624
C -0.883 2.285 -0.287  -0.658
H 0.108 -2.536 -2.116  0.220
H 3.717 -1.005 -0.094  0.185
C 1.621 1.676 1.506  -0.656
H 0.830 2.344 1.856  0.205
C 2.839 -1.092 0.551  -0.668
H -0.781 0.119 -3.355  0.191
H 1.742 -2.076 -2.636  0.167
C 1.689 -0.389 -0.025  0.121
H -1.909 2.020 -0.534  0.243
H -1.531 -1.141 -2.355  0.241
Cl 0.956 -1.200 3.155  -0.848
O -4.777 2.192 0.633  -0.445
Pb -1.585 -1.324 2.046  1.342
C 0.006 1.126 -0.415  -0.030
H 1.951 1.031 2.324  0.259
H 3.059 -0.693 1.541  0.241
H -5.097 2.798 1.346  0.387
H 1.513 -2.886 -1.074  0.224
C -1.177 -0.105 -2.363  -0.668
H 2.461 2.295 1.158  0.179

This record from the OMol25 dataset describes a structure of composition C10H16Cl4OPb at a distorted geometry. The level of theory is ωB97M-V/def2-TZVPD.

As for the electronic energy: -68017.51039 eV. As for the HOMO-LUMO gap (alpha / beta): 5.47 / 5.71 eV. The calculation puts the energy above the lowest of the compared OMol25 structures with the same formula, charge and spin at 0.0 kJ/mol. Its charge is -2. As for the HOMO energy (alpha / beta): -1.295 / -1.253 eV. The value obtained for the largest force on an atom is 3.342 eV/Å.

Last column: natural (NBO) charge in e.
Cartesian coordinates (Å):
Cl -2.862 -3.584 1.451  -0.978
H -2.050 2.321 -1.608  0.200
H 0.775 -2.631 -2.351  0.193
Cl 0.985 -2.150 2.294  -0.588
H -2.187 -1.512 -2.245  0.174
O 0.466 1.329 2.547  -1.145
C 2.875 -0.227 -0.615  -0.647
H 0.640 3.149 0.239  0.208
H -2.959 -0.543 -0.993  0.207
H 3.124 -1.129 -0.033  0.228
H 0.203 2.163 2.995  0.452
C 1.415 -0.042 -0.742  0.037
C 1.318 2.519 -0.350  -0.620
C 0.754 -2.491 -1.268  -0.654
H 1.523 3.049 -1.293  0.176
H -1.469 2.764 -0.007  0.213
H -0.023 -3.160 -0.885  0.262
Cl -2.978 0.200 2.449  -0.597
H -2.222 -2.078 -0.552  0.295
Pb -0.619 -0.389 3.155  1.539
H 3.343 0.652 -0.149  0.210
C -0.837 -0.479 -0.983  -0.158
C -2.101 -1.190 -1.198  -0.664
Cl -0.500 -0.268 5.651  -0.647
H 2.268 2.424 0.193  0.210
H 3.318 -0.345 -1.615  0.192
H -2.662 1.478 -0.177  0.251
C -1.767 1.914 -0.629  -0.689
C -0.681 0.924 -0.755  0.234
H 1.744 -2.788 -0.915  0.208
C 0.458 -1.074 -0.995  0.054
C 0.710 1.195 -0.617  -0.153